(1)
The following is a DFT calculation (ωB97M-V/def2-TZVPD) of C27H45BeBrN2O2P2 as an isolated structure in a non-equilibrium geometry.

XYZ file:
```
80
Properties=species:S:1:pos:R:3:forces:R:3:lowdin_charge:R:1
N -6.37598 5.04439 -4.64204 -0.731 0.502 -1.303 0.076
C -6.21234 5.56138 -3.44908 -0.019 0.139 0.345 -0.126
C -5.42216 4.97217 -2.47513 0.137 0.196 0.179 -0.015
C -4.79695 3.77128 -2.76549 0.266 -0.948 -0.146 -0.216
C -5.04322 3.19355 -4.02689 -0.099 0.806 0.161 -0.011
C -5.80650 3.90360 -4.95396 0.971 -1.274 1.033 -0.119
C -3.86464 3.09901 -1.82562 1.442 -1.890 -0.024 0.024
Be -0.71408 -0.12323 1.00008 1.474 0.638 1.464 0.307
P 4.03625 -0.55043 0.58606 -1.522 0.316 -1.126 0.928
C -3.11748 1.98525 -2.20512 -1.243 1.549 -0.306 -0.055
C -1.96567 1.44583 -1.49670 0.226 0.674 0.284 -0.220
C -0.83883 1.16344 -2.34270 0.564 1.218 0.880 0.019
C 0.47823 1.46849 -1.87201 -1.878 -0.490 -0.577 -0.068
C 0.55489 1.90733 -0.56950 -1.038 -1.529 4.076 -0.560
C -0.53514 1.75347 0.48215 -0.507 2.394 -1.969 -0.235
C -1.87549 1.63400 -0.06990 0.525 -0.970 -0.922 -0.032
Br 2.17284 2.07010 0.37189 -2.273 1.287 -1.263 0.994
H -3.65766 3.50550 -0.80728 -0.498 -0.071 -0.932 0.124
H -3.13141 1.71316 -3.26732 -0.267 -0.105 0.508 0.100
H -5.28718 5.48081 -1.53364 0.070 -0.051 0.190 0.112
H -4.62504 2.24398 -4.31308 -0.021 -0.089 -0.047 0.095
H -6.73530 6.49450 -3.27757 0.081 0.028 0.190 0.117
H -5.89465 3.45017 -5.93152 -0.432 0.411 -0.260 0.114
H -1.01380 0.95795 -3.42378 0.132 0.099 1.016 0.146
H -2.87050 1.62316 0.46516 1.412 0.399 -0.272 0.148
H 1.33657 1.43021 -2.54670 -0.218 0.023 0.379 0.132
H -0.38463 2.39403 1.44907 -0.227 -1.774 -1.810 0.134
P -0.52443 -2.08454 0.31571 0.325 0.837 -0.418 1.012
C 4.70088 1.19114 0.84922 0.265 0.814 -0.753 -0.539
C 6.07172 1.60194 0.29356 0.790 -0.294 0.390 -0.156
H 4.63249 1.50340 1.91628 -0.034 -0.557 -0.546 0.082
H 3.96913 1.87548 0.26453 2.695 -1.539 1.156 -0.141
H 6.33196 2.65944 0.48458 -0.433 -0.397 0.081 0.082
H 6.83331 0.99991 0.78332 0.272 0.022 -0.009 0.065
H 6.21375 1.45593 -0.78103 -0.399 -0.147 0.074 0.068
C 4.24575 -1.22769 -1.19101 0.783 -0.495 0.519 -0.384
C 5.44722 -2.18205 -1.48073 0.275 -0.080 -0.283 -0.159
H 4.41234 -0.32414 -1.82112 -0.462 -0.442 0.483 0.077
H 3.25844 -1.70659 -1.45308 1.286 0.581 0.070 0.030
H 5.51864 -2.45900 -2.54898 -0.298 0.290 0.312 0.072
H 6.41446 -1.71262 -1.24369 -0.429 0.079 0.044 0.068
H 5.45548 -3.14607 -0.95464 -0.404 0.356 0.175 0.064
C 3.76392 -1.74710 1.99656 1.320 -0.093 1.035 -0.422
C 5.04378 -1.95221 2.89499 0.170 -0.367 0.095 -0.173
H 3.50156 -2.76049 1.58975 -0.020 1.085 0.045 0.078
H 2.90336 -1.34572 2.61149 0.872 -0.561 -0.705 0.052
H 4.94877 -2.71972 3.68958 -0.364 0.271 -0.475 0.070
H 5.90819 -2.26353 2.28843 -0.437 0.016 -0.043 0.066
H 5.39998 -1.05846 3.41903 -0.427 0.163 -0.242 0.059
C -0.27993 -3.30729 1.64127 0.543 0.512 0.491 -0.360
C -1.33745 -4.35864 1.71143 -0.597 -0.815 0.182 -0.125
H -0.21516 -2.77914 2.59764 -0.023 -0.021 -0.211 0.074
H 0.70408 -3.75569 1.48289 -0.005 0.092 -0.162 0.088
H -2.26380 -3.97868 2.12433 -0.220 0.196 -0.064 0.075
H -1.54566 -4.82531 0.75340 -0.030 -0.033 -0.183 0.082
H -1.02665 -5.15902 2.37556 0.127 -0.109 0.094 0.090
C 0.76256 -2.48228 -0.92718 0.156 -0.110 0.510 -0.359
C 0.32012 -2.38693 -2.37707 0.115 -0.070 -0.278 -0.125
H 1.05645 -3.51201 -0.66832 0.016 0.247 -0.269 0.098
H 1.63308 -1.83582 -0.71024 -0.480 -0.250 -0.003 0.030
H -0.53565 -3.04627 -2.58762 0.326 0.300 0.001 0.082
H 0.06552 -1.35268 -2.65408 0.057 -0.387 0.007 0.054
H 1.15859 -2.72062 -2.99928 -0.241 0.150 -0.046 0.090
C -2.09708 -2.19854 -0.53837 -0.607 -0.901 -0.898 -0.394
C -3.36261 -1.83433 0.23312 -0.526 0.302 0.244 -0.122
H -2.16834 -3.21941 -0.93126 -0.184 0.138 -0.131 0.094
H -2.02555 -1.53721 -1.42035 0.299 -0.284 0.346 0.077
H -4.02222 -1.20758 -0.39277 0.214 -0.393 0.226 0.087
H -3.92563 -2.73310 0.53389 0.246 0.438 -0.041 0.094
H -3.14044 -1.26634 1.14656 -0.226 -0.213 -0.282 0.031
N -0.41353 1.25174 4.86115 0.414 0.786 0.451 0.208
C -1.61223 0.42127 4.59684 -0.626 -0.301 -0.245 -0.031
C -1.43031 -0.33190 3.31658 0.442 -2.853 -0.784 -0.548
O -2.12734 -1.31331 3.00922 0.838 2.433 0.790 0.052
O -0.37329 0.07042 2.64178 -1.464 0.185 -1.009 -0.091
H 0.47376 0.72686 4.88965 -0.464 -0.156 -0.134 0.190
H -0.50938 1.71732 5.76586 0.031 0.142 0.046 0.185
H -0.27218 1.97510 4.13932 -0.152 -0.360 0.199 0.177
H -1.84277 -0.22884 5.42425 0.337 -0.353 0.328 0.155
H -2.50778 1.01781 4.47970 0.013 0.657 0.071 0.157
```
Forces are in eV/Å.

Strongest force on any atom ... 0.0870 Eh/bohr
Total energy ... -124808.058 eV
Net charge ... +2



(2)
The following is a DFT calculation (ωB97M-V/def2-TZVPD) of a 4-piece molecular cluster, C27H45F2NO4Si overall in a non-equilibrium geometry.

XYZ file:
```
80
Properties=species:S:1:pos:R:3:forces:R:3:lowdin_charge:R:1
C 4.60691 -0.39661 -0.17243 1.939 -0.279 0.012 -0.234
Si 2.67250 -0.38776 -0.15437 -0.362 0.322 0.234 0.530
C 2.15166 -0.25720 1.71714 -0.657 -0.052 1.156 -0.219
C 1.94702 -1.98165 -1.03083 0.655 -0.936 0.169 -0.259
C 0.52017 -2.48295 -0.39804 0.148 -0.466 -0.648 -0.130
C -0.81607 -1.85558 -1.11285 -0.531 -0.779 0.026 -0.235
F -1.48870 -2.99186 -1.84658 1.975 2.915 1.583 -0.065
F -0.55257 -0.81269 -2.13089 -0.714 -2.783 2.704 -0.021
C -1.95293 -1.33836 -0.00190 -0.514 1.009 -1.796 -0.186
C -1.90859 0.22766 0.48780 0.229 0.345 0.005 -0.127
C -3.35840 0.94724 0.06682 1.127 0.335 -0.311 -0.093
C -3.60582 0.09177 -1.34297 -1.063 2.064 -2.718 -0.223
O -3.98032 0.51148 -2.55415 2.498 -3.177 8.128 -0.003
N -3.23613 -1.32475 -0.85786 -1.305 0.287 0.677 -0.003
C 1.87650 1.11857 -1.07554 -1.373 2.847 -2.008 -0.219
C 1.93577 1.05510 -2.74462 -2.273 3.960 2.040 -0.056
C 1.22523 2.29127 -3.57253 0.382 -1.030 4.444 -0.064
C 0.50616 3.48911 -2.71065 1.362 -2.233 1.628 -0.075
C 0.48204 3.55629 -1.07252 1.804 -3.486 -1.483 -0.071
C 1.17915 2.33172 -0.22065 0.031 0.108 -4.803 -0.073
H 5.06266 -0.72714 0.88024 -1.124 0.654 -2.205 0.053
H 5.04675 -1.15470 -0.96287 -0.882 1.497 1.481 0.043
H 5.08366 0.64887 -0.41135 -1.033 -1.927 0.421 0.046
H 1.07772 0.23568 1.78961 2.089 -1.188 0.011 0.036
H 2.87874 0.42799 2.33455 -1.331 -1.281 -1.243 0.050
H 2.12927 -1.32383 2.24932 -0.011 2.282 -1.111 0.046
H 2.75352 -2.83488 -0.81699 -1.767 1.634 -0.491 0.093
H 1.94321 -1.81666 -2.19399 -0.300 -0.463 2.281 0.081
H 0.46800 -3.66265 -0.53512 -0.188 2.609 0.251 0.137
H 0.47725 -2.27451 0.76137 -0.033 -0.275 -2.367 0.094
H -1.96830 -2.10761 0.90758 -0.154 1.595 -2.280 0.154
H -1.69966 0.25870 1.66113 -0.217 0.297 -2.752 0.127
H -1.14518 0.78830 -0.20112 -0.986 -0.992 1.825 0.101
H -3.18548 2.11010 -0.09372 -0.410 -2.562 0.202 0.122
H -4.18201 0.81680 0.91660 1.572 -0.033 -2.181 0.123
H -3.96624 -1.47181 -0.09855 0.656 0.080 -1.516 0.126
H 2.46988 0.14208 -3.29609 -1.370 2.321 1.345 0.094
H 1.24430 2.21740 -4.74970 -0.236 0.520 2.726 0.085
H -0.02430 4.34788 -3.31330 1.201 -1.910 1.382 0.079
H -0.03785 4.42012 -0.44167 1.196 -1.962 -1.857 0.088
H 1.18533 2.30953 0.96705 -0.016 0.155 -2.857 0.078
C -3.55950 -1.85814 -6.50648 -0.087 -0.606 -0.135 -0.183
C -2.84178 -1.02252 -5.47820 -0.138 0.346 0.578 -0.180
C -1.73796 -0.39060 -6.29789 0.355 0.049 -0.118 -0.206
O -2.24167 -0.24608 -7.63300 -0.172 -0.190 0.154 -0.143
C -3.46224 -0.99132 -7.74277 -0.073 0.303 -0.291 -0.212
H -4.59033 -2.09937 -6.23505 0.109 0.033 -0.048 0.115
H -3.01722 -2.79786 -6.66523 -0.103 0.054 -0.011 0.115
H -3.51484 -0.24590 -5.09619 0.147 -0.135 0.045 0.106
H -2.46614 -1.59782 -4.62824 -0.046 0.131 -0.060 0.113
H -0.85539 -1.03752 -6.34191 0.058 0.010 0.094 0.115
H -1.43531 0.58665 -5.91079 -0.020 -0.052 -0.122 0.113
H -4.28855 -0.27367 -7.78987 -0.079 -0.074 -0.031 0.115
H -3.45521 -1.57655 -8.66643 0.079 0.130 0.007 0.114
C 3.39780 5.23819 3.90800 0.108 0.596 -0.227 -0.181
C 2.85017 4.57938 5.14768 0.217 -0.236 0.569 -0.183
C 1.61117 3.89006 4.61913 -0.449 -0.109 -0.076 -0.206
O 1.87728 3.54627 3.25234 0.148 0.166 0.171 -0.164
C 3.07509 4.21791 2.83835 0.097 -0.298 -0.352 -0.210
H 4.46415 5.47009 3.96802 -0.128 -0.033 -0.043 0.117
H 2.85414 6.17003 3.71191 0.105 -0.081 -0.005 0.118
H 3.56376 3.83351 5.51720 -0.092 0.083 0.013 0.117
H 2.63569 5.27903 5.95946 -0.003 -0.104 -0.087 0.116
H 0.74632 4.56178 4.63245 -0.013 -0.008 0.105 0.117
H 1.36059 2.98734 5.18373 -0.017 0.031 -0.154 0.118
H 3.86767 3.46628 2.75530 0.068 0.066 -0.063 0.117
H 2.92181 4.67343 1.85616 -0.066 -0.145 0.055 0.118
C -0.35688 -3.78054 5.29416 0.262 0.286 0.531 -0.178
C -1.71012 -4.19933 4.78027 -0.392 -0.549 -0.018 -0.178
C -1.90622 -3.26507 3.60624 -0.164 0.334 -0.237 -0.214
O -0.60298 -2.97815 3.08055 -0.099 -0.093 0.223 -0.171
C 0.37884 -3.44834 4.01446 0.357 -0.076 -0.325 -0.206
H 0.14517 -4.54908 5.88726 -0.035 0.106 -0.090 0.118
H -0.45689 -2.88039 5.91228 0.059 -0.112 -0.039 0.119
H -1.66843 -5.23709 4.42900 -0.063 0.113 0.044 0.120
H -2.50658 -4.12203 5.52472 0.077 0.001 -0.120 0.118
H -2.35486 -2.31753 3.92288 -0.102 -0.022 0.027 0.118
H -2.53131 -3.70239 2.82236 0.108 0.062 -0.018 0.116
H 0.84882 -4.33956 3.58449 0.070 0.010 0.068 0.121
H 1.14709 -2.68360 4.15821 -0.099 -0.010 -0.119 0.110
```
Forces are in eV/Å.

Strongest force on any atom ... 0.1765 Eh/bohr
Structure (SMILES) ... C[Si](C)(CCC(F)(F)[C@H]1CCC(=O)N1)c1ccccc1.C1CCOC1.C1CCOC1.C1CCOC1
Total energy ... -51708.604 eV
Net charge ... 0



| no. | orbital gap (eV) | molecular weight (g/mol) |
| --- | --- | --- |
| 1 | 4.792 | 580.53 |
| 2 | 8.604 | 513.74 |